This record from the OMol25 dataset describes a cluster of 2 separate species, CH2ClNO in total. The level of theory is the ωB97M-V functional and the def2-TZVPD basis.

Properties
HOMO-LUMO gap (alpha / beta), Eh: 0.300 / 0.300
Max |F|, eV Å⁻¹: 3.183
ΔE to the lowest compared entry with this formula, charge and spin, eV: 4.178

CARTESIAN COORDINATES (ANGSTROEM)
C  -0.03  -0.05  0.40
N  -1.25  -1.82  0.64
O  -1.20  -2.14  1.75
Cl  0.14  0.33  2.07
H  -0.37  0.66  -0.31
H  0.74  -0.72  0.17

natural (NBO) population analysis, charges in e, atoms 1 to 4: number 1, C, carries -0.442; number 2, N, carries 0.241; number 3, O, carries -0.188; number 4, Cl, carries -0.005

This record from the OMol25 dataset describes a cluster of 2 separate species, CH2ClNOS2 in total. The level of theory is the ωB97M-V functional and the def2-TZVPD basis.

Properties
HOMO-LUMO gap (alpha / beta), Eh: 0.261 / 0.258
SMILES string: O=C(S)N=S.Cl
Max |F|, eV Å⁻¹: 3.524
ΔE to the lowest compared entry with this formula, charge and spin, eV: 1.279

CARTESIAN COORDINATES (ANGSTROEM)
O  -0.91  -0.36  0.50
C  -1.91  0.10  0.11
S  -2.12  1.78  -0.43
N  -3.06  -0.54  -0.09
S  -4.30  -1.34  0.22
H  -0.89  1.93  -0.35
Cl  2.15  -1.88  -0.01
H  1.17  -1.64  0.65

natural (NBO) population analysis, charges in e, atoms 1 to 4: number 1, O, carries -0.560; number 2, C, carries 0.514; number 3, S, carries 0.004; number 4, N, carries -0.657

This record from the OMol25 dataset describes the molecule CH2ClNS. The level of theory is the ωB97M-V functional and the def2-TZVPD basis.

Properties
HOMO-LUMO gap (alpha / beta), Eh: 0.262 / 0.255
Max |F|, eV Å⁻¹: 4.465
Multiplicity: 3
ΔE to the lowest compared entry with this formula, charge and spin, eV: 0.000

CARTESIAN COORDINATES (ANGSTROEM)
C  0.38  -0.29  0.12
N  -0.65  0.54  0.13
S  2.10  0.20  -0.36
Cl  0.01  -2.05  0.18
H  -0.24  1.44  -0.29
H  -1.60  0.16  0.22

natural (NBO) population analysis, charges in e, atoms 1 to 4: number 1, C, carries -0.115; number 2, N, carries -0.841; number 3, S, carries 0.156; number 4, Cl, carries -0.053

This record from the OMol25 dataset describes a structure of composition CH2ClPS. The level of theory is the ωB97M-V functional and the def2-TZVPD basis.

Properties
HOMO-LUMO gap (alpha / beta), Eh: 0.180 / 0.249
Max |F|, eV Å⁻¹: 2.469
ΔE to the lowest compared entry with this formula, charge and spin, eV: 3.297

CARTESIAN COORDINATES (ANGSTROEM)
C  0.86  -0.52  0.01
P  0.86  -1.83  -1.11
S  0.63  -2.10  0.81
Cl  3.42  0.98  0.34
H  1.91  0.03  0.16
H  0.23  0.30  0.06

natural (NBO) population analysis, charges in e, atoms 1 to 4: number 1, C, carries -0.909; number 2, P, carries 0.786; number 3, S, carries 0.083; number 4, Cl, carries -0.509

Among the records above, which one has the highest ΔE to the lowest compared entry with this formula, charge and spin?
CH2ClNO

What is the formula in the fourth record?
CH2ClPS

Look up the max |F| of the third one.
4.465 eV Å⁻¹